(1)
# C5H8NO

A gas-phase ion, C5H8NO (charge +1) at a distorted geometry (ωB97M-V with the def2-TZVPD basis set, OMol25).

Its total energy is -324.9568 hartree. The HOMO energy comes out at -0.575 Eh. The total charge is +1. Its energy relative to the best compared isomer or geometry (same formula, charge and spin) is 2.235 eV. The value obtained for the frontier orbital gap is 10.7 eV.

```
15
Properties=species:S:1:pos:R:3:forces:R:3
C -1.940952 -0.943477 -0.066005 3.2138 1.9378 0.7968
N -0.781915 -0.401918 0.106005 0.0863 -4.0644 -2.0182
C -0.409246 0.801875 0.648535 0.0575 2.0632 2.5170
C 0.766993 1.288897 -0.122836 3.3195 -0.9426 -1.4959
C 1.614969 -0.073161 -0.426099 -2.7162 0.9888 0.7117
O 1.431636 -0.934871 0.730756 1.8125 -0.9471 1.4958
C 0.609468 -1.148183 -0.261772 -3.1678 1.2650 -2.7636
H -1.848852 -1.827246 -0.631038 -1.0373 -1.2809 -0.2836
H -2.738230 -0.410863 0.401786 -1.1038 -0.1499 -0.3349
H -0.227665 0.615503 1.728898 0.2054 0.4897 -0.5855
H -1.214632 1.477251 0.545893 -0.9299 0.9527 0.2247
H 0.521278 1.740925 -1.091626 -0.3010 -0.2613 0.1684
H 1.424551 2.020263 0.352633 -0.3785 -0.1674 0.4104
H 2.530688 -0.233752 -0.995684 -0.3102 0.3500 0.1826
H 0.261916 -1.971247 -0.919449 1.2497 -0.2338 0.9745
```
Forces are in eV/Å.



(2)
# C20H47ClN2O7PS3

4 unconnected molecules or ions with the total composition C20H47ClN2O7PS3 at a distorted geometry (ωB97M-V with the def2-TZVPD basis set, OMol25).

Its total energy is -3422.4201 hartree. The HOMO energy comes out at -0.142 Eh. The total charge is -1. The value obtained for the frontier orbital gap is 5.7 eV.

```
81
Properties=species:S:1:pos:R:3:forces:R:3
C 1.688006 1.894111 1.955073 -0.2428 1.0641 -1.1894
C 0.621069 1.025844 1.267195 0.0361 -0.9050 1.2458
C -0.817017 1.152422 1.839280 0.3843 -0.4148 -0.6457
Cl -0.850388 1.176239 3.682024 0.1607 -0.1599 -0.3527
P -1.895096 2.557747 0.997690 -0.2318 0.2894 0.3327
C -1.273208 3.936992 2.179131 0.2257 1.5798 -0.9641
C -1.140486 5.269457 1.347115 0.4754 -0.0859 1.8378
N -2.414148 5.995993 1.169989 0.8796 0.2392 -0.3354
C -3.428584 2.067318 2.050516 -1.3650 -0.1241 -1.0077
C -4.721543 2.201187 1.165126 0.3722 -1.4495 1.6838
O -5.337401 3.471743 1.311783 -0.6132 -0.0174 -1.0090
C -5.752113 1.143397 1.691299 0.3353 0.0717 -0.3180
N -6.241556 1.422757 3.036859 -0.4513 -0.3187 0.0067
H 2.694095 1.630837 1.608620 -0.2050 -0.1391 0.1893
H 1.525448 2.933965 1.622590 0.0689 -0.1813 0.2648
H 1.637037 1.885132 3.045596 -0.0241 -0.2745 -0.1900
H 0.945019 -0.026807 1.390254 -0.0838 0.2433 -0.0382
H 0.556470 1.196090 0.182862 0.0323 0.2858 0.2415
H -1.328983 0.211370 1.568844 -0.0104 0.3479 0.3494
H -2.328187 1.540924 0.017773 -0.0290 -0.3523 0.0010
H -0.816573 2.891054 0.068627 0.3560 0.0332 0.1464
H -2.745512 3.516539 0.286857 0.0771 0.0624 -0.0367
H -0.269424 3.774252 2.597154 -0.3209 -0.3394 -0.0217
H -1.937878 4.201799 3.018211 0.1071 -0.3296 -0.0698
H -0.489732 5.926447 1.962714 -0.0633 -0.1485 -0.3704
H -0.589867 5.105616 0.411818 -0.4501 -0.0956 -0.0509
H -2.604541 5.995886 0.181840 -0.6007 -0.0933 -0.0483
H -3.146153 5.505472 1.653994 -0.2304 -0.2103 -0.2055
H -3.625679 2.678294 2.945574 0.3738 -0.2701 0.0297
H -3.391361 0.998616 2.320361 0.2875 0.3999 0.2307
H -4.467462 1.964959 0.122553 -0.1176 0.4176 0.0210
H -4.851520 3.970762 1.950763 0.5393 0.3374 0.4431
H -5.262503 0.160370 1.741672 -0.0374 0.2094 -0.2261
H -6.601958 1.022556 1.000539 0.0924 0.2680 0.2116
H -6.619790 2.357432 3.091949 0.0389 0.1508 -0.1385
H -5.484652 1.370073 3.702323 0.1788 0.0253 0.0088
C 4.473484 1.446668 5.452375 -0.1162 -0.0352 0.0350
C 4.683570 0.158411 6.256170 0.0569 0.0507 0.0462
C 4.281627 -1.013838 5.354483 -0.0103 -0.0656 0.5089
S 4.565367 -0.469395 3.669832 0.0434 0.0789 -0.1243
O 3.295643 -0.386323 2.996108 0.3431 -0.3849 -0.0130
O 5.682744 -1.196253 3.111315 -0.2506 -0.0051 -0.0808
C 5.090370 1.187005 4.082854 0.0561 0.3666 0.1927
H 4.930832 2.307615 5.939491 -0.0149 -0.0061 -0.0194
H 3.404282 1.646783 5.347457 0.0302 0.0208 -0.0426
H 5.737785 0.067894 6.531062 -0.0163 0.0020 -0.0283
H 4.104228 0.159787 7.179382 0.0061 -0.0167 -0.0242
H 4.880218 -1.901372 5.547042 -0.0449 -0.0384 -0.1559
H 3.223478 -1.251498 5.453269 0.0000 0.0329 -0.1469
H 4.749780 1.880593 3.316468 -0.0377 -0.1463 -0.0949
H 6.179698 1.186334 4.132753 -0.0122 -0.0549 -0.0430
C 0.843555 -1.947485 -2.504623 0.0291 -0.0487 0.1072
C -0.116262 -2.454187 -1.421596 0.0038 -0.0415 -0.0322
C -1.176129 -1.368340 -1.201492 0.1631 -0.3610 0.3394
S -1.316706 -0.487366 -2.754601 -0.1473 0.1924 0.1914
O -0.854952 0.863188 -2.561431 -0.1810 -0.1864 -0.3003
O -2.594932 -0.783982 -3.361671 0.1304 0.2156 -0.0533
C -0.040813 -1.395141 -3.615780 0.4131 -0.2308 -0.0828
H 1.498000 -2.738753 -2.871271 0.0200 0.0554 -0.0301
H 1.471522 -1.151506 -2.097435 -0.0172 0.0012 -0.0390
H -0.597477 -3.375401 -1.764021 0.0140 0.0212 -0.0151
H 0.407702 -2.684340 -0.493886 -0.0268 0.0299 -0.0046
H -2.144770 -1.789290 -0.942588 -0.0652 0.1881 -0.0396
H -0.868598 -0.652371 -0.440445 -0.0744 0.1072 -0.1188
H 0.488848 -0.733020 -4.297533 -0.1413 0.0854 0.0001
H -0.524266 -2.199624 -4.171379 -0.0731 0.0428 0.0262
C -0.039663 -5.210819 -7.187623 0.0423 -0.0823 -0.0351
C 0.704762 -6.153831 -6.236057 -0.0787 -0.0054 0.0391
C 2.193113 -5.794117 -6.304443 -0.1344 -0.4635 0.1249
S 2.267279 -4.055345 -6.735752 -0.0872 0.1840 0.1835
O 2.869317 -3.930704 -8.041594 0.0854 0.0778 0.2141
O 2.741940 -3.301991 -5.599509 0.1309 -0.0246 -0.3251
C 0.505163 -3.816656 -6.899355 -0.3995 -0.1063 -0.1158
H -1.118312 -5.256232 -7.040834 0.0190 0.0190 -0.0098
H 0.172177 -5.487370 -8.223589 -0.0162 0.0410 0.0087
H 0.337127 -6.006977 -5.217655 0.0091 0.0170 -0.0264
H 0.541453 -7.199976 -6.494330 0.0197 0.0161 0.0204
H 2.692781 -5.945404 -5.350350 0.1162 0.1190 -0.0678
H 2.706730 -6.353418 -7.084854 0.0359 0.1214 -0.0334
H 0.301076 -3.101424 -7.692969 0.1639 0.0725 0.0446
H 0.133403 -3.437377 -5.947963 0.0689 0.0292 -0.0059
```
Forces are in eV/Å.



(3)
# C4H7N3O

A single C4H7N3O molecule at a distorted geometry (ωB97M-V with the def2-TZVPD basis set, OMol25).

Its total energy is -395.9736 hartree. The HOMO energy comes out at -0.320 Eh. The total charge is 0. Its energy relative to the best compared isomer or geometry (same formula, charge and spin) is 4.757 eV. The value obtained for the frontier orbital gap is 9.1 eV.

```
15
Properties=species:S:1:pos:R:3:forces:R:3
C -1.615454 0.618409 -0.623652 -1.0772 5.8113 -1.5342
N -0.214245 0.364963 -0.373415 -0.4252 0.9968 -0.9417
C 0.276290 -0.792204 -0.921599 -2.8874 -0.9873 -3.3846
O -0.094431 -0.858664 -2.132870 2.1082 -1.9000 2.3983
C 0.732663 -1.611878 0.227280 1.8293 1.2245 -0.2961
C 0.883897 -0.615750 1.175879 -1.9818 -2.3626 1.4751
N 0.084142 0.466162 0.968630 0.3024 -0.6719 0.1426
N 0.439015 1.705002 1.518283 -3.4683 0.2954 0.7086
H -2.332999 0.102010 -0.047991 -0.3456 -1.2863 0.8284
H -2.148060 0.834924 -1.708929 2.4773 -0.9907 2.4880
H -1.561584 1.704570 -0.168865 -1.3400 -1.5540 -0.8449
H 1.083471 -2.668651 0.345785 -0.2942 1.4138 -0.5325
H 1.092629 -0.768482 2.211031 1.0338 -0.0032 0.4487
H 1.248520 1.959564 1.031329 1.0575 1.6525 -0.9007
H -0.453288 2.361016 1.458669 3.0111 -1.6385 -0.0549
```
Forces are in eV/Å.



(4)
# C4H11N2O

A gas-phase ion, C4H11N2O (charge +1) at a distorted geometry (ωB97M-V with the def2-TZVPD basis set, OMol25).

Its total energy is -343.5356 hartree. The HOMO energy comes out at -0.552 Eh. The total charge is +1. Its energy relative to the best compared isomer or geometry (same formula, charge and spin) is 0.778 eV. The value obtained for the frontier orbital gap is 12.0 eV.

```
18
Properties=species:S:1:pos:R:3:forces:R:3
C 2.367848 0.460441 0.444213 1.2339 0.3093 -0.3206
C 1.331202 -0.620655 0.595809 -0.0220 -0.8144 0.1258
N 0.380975 -0.647170 -0.574504 0.0183 -0.7719 0.3571
C -0.645540 0.441022 -0.614933 0.8562 -0.2659 0.7480
C -1.950692 -0.233939 -0.149401 0.0809 0.3176 -0.7829
N -3.020614 0.548641 -0.021563 -0.1911 -0.0938 0.3961
O -1.928203 -1.428453 0.072906 0.0514 -0.2204 0.2409
H 2.404391 0.829837 -0.579185 -0.4532 0.3986 -0.0716
H 2.279824 1.273854 1.148523 -0.4358 0.3387 -0.0234
H 3.424026 0.173769 0.540872 -0.4409 -0.7043 0.3799
H 0.723402 -0.579479 1.495666 -0.1132 0.4320 0.0290
H 1.729173 -1.634150 0.630767 0.3572 0.0689 -0.1631
H -0.211576 -1.496921 -0.440494 -0.1619 0.0142 0.0031
H 0.942553 -0.820205 -1.411675 -0.3658 0.5656 -0.1343
H -0.363376 1.143907 0.175685 -0.0212 0.2226 -0.4211
H -0.629128 0.904620 -1.589110 -0.3890 0.2012 -0.1580
H -3.037474 1.538202 -0.207783 0.1700 -0.0713 0.0162
H -3.796788 0.146678 0.484209 -0.1736 0.0731 -0.2210
```
Forces are in eV/Å.



(5)
# C5H4As3BrF26OPt

A molecular structure, C5H4As3BrF26OPt at a distorted geometry (ωB97M-V with the def2-TZVPD basis set, OMol25).

Its total energy is -12265.7989 hartree. The HOMO energy (spin up / spin down) comes out at -0.156 / -0.153 Eh. The total charge is -2. Its expectation value of S² is 2.01. Its energy relative to the best compared isomer or geometry (same formula, charge and spin) is 0.000 eV. Its spin multiplicity is 3. The value obtained for the frontier orbital gap (spin up / spin down) is 8.5 / 7.1 eV.

```
41
Properties=species:S:1:pos:R:3:forces:R:3
Pt -0.850265 0.866012 -0.165839 0.7370 2.4587 0.1298
As -3.417761 -0.073296 -1.943358 -0.6282 0.0160 0.5458
F -3.720069 -0.667659 -3.526342 0.1184 0.0019 -0.3515
F -3.004702 -1.684162 -1.429662 -0.0448 -0.1779 0.1074
F -3.084788 0.474602 -0.266297 -0.4292 -0.3767 -0.7205
F -3.789078 1.533941 -2.374075 0.2893 0.3366 -0.3479
F -5.070106 -0.276153 -1.513457 -0.1454 -0.4596 0.1748
F -1.714089 0.162614 -2.297873 -0.5083 -0.1135 -0.6586
As 2.615115 1.684377 1.696240 0.2250 0.2044 -0.0674
F 1.075221 1.185636 0.917213 0.3577 -0.1678 0.0772
F 2.030737 1.073175 3.177969 -0.1454 -0.1445 0.2379
F 4.128198 2.105879 2.424038 0.1210 0.0308 -0.0271
F 3.152193 2.245853 0.150802 0.1347 -0.1383 -0.1702
F 1.960928 3.230178 1.996311 -0.1550 0.2305 0.1588
F 3.236132 0.097782 1.309053 0.0120 -0.1824 -0.1899
As -2.103577 1.869265 3.563534 -0.0445 -0.3811 0.1119
F -3.562319 0.985268 3.269303 -0.1467 -0.1633 -0.0113
F -1.384493 1.045679 2.154139 -0.1158 -0.1550 0.6541
F -0.638767 2.713234 3.821863 0.3186 0.2379 0.0534
F -2.845366 2.621253 4.943753 -0.0280 0.1569 0.0659
F -1.520576 0.589164 4.577969 -0.0433 -0.2142 -0.0045
F -2.646751 3.119238 2.522142 -0.2043 0.3003 -0.2004
Br -1.133983 3.292819 -0.859010 0.2425 -1.0126 0.1916
C 1.585768 -1.281726 -1.194943 0.8656 0.1743 -0.1975
C 1.822640 -0.334431 -2.359253 -0.9228 -0.0351 0.8007
C 3.258121 -0.365902 -2.885564 -0.0763 -0.5091 -0.3955
F 4.052442 0.413211 -2.161456 0.2140 0.3033 0.0566
F 3.747363 -1.642810 -2.802366 -0.0206 -0.2420 0.0809
F 0.988871 -0.628577 -3.392633 0.1261 -0.2710 -0.2808
F 1.520640 0.914411 -1.968004 0.2429 0.3442 -0.2644
O 0.224027 -1.182256 -0.760240 0.1728 -0.5062 0.2724
C -0.080118 -2.050596 0.303332 0.2692 0.8964 -0.5898
C -0.422870 -3.440130 -0.212219 -1.3629 -0.2307 -0.0232
F 0.619545 -4.025745 -0.831959 0.3165 -0.2123 0.1471
F -0.841839 -4.211042 0.820667 0.5379 -0.2072 0.2628
F 0.902892 -2.028955 1.200230 0.0033 -0.4173 0.1774
F -1.180827 -1.534605 0.847616 -0.2088 -0.2493 0.3622
H 2.277500 -0.991542 -0.399640 -0.1469 0.0792 0.0747
H 1.826500 -2.291549 -1.516810 -0.2028 -0.0115 -0.0039
H 3.267007 -0.125726 -3.949961 0.0770 0.4614 0.0519
H -1.279498 -3.386726 -0.885215 0.1985 0.3455 -0.2907
```
Forces are in eV/Å.



(6)
# C5H8O2

A molecular structure, C5H8O2 (ωB97M-V with the def2-TZVPD basis set, OMol25).

Its total energy is -345.5712 hartree. The HOMO energy comes out at -0.309 Eh. The total charge is 0. Its energy relative to the best compared isomer or geometry (same formula, charge and spin) is 6.362 eV. The value obtained for the frontier orbital gap is 9.2 eV.

```
15
Properties=species:S:1:pos:R:3:forces:R:3
C -1.190521 1.615590 0.180104 -0.1465 -0.0498 -0.1141
C 0.580099 0.425391 0.633002 -0.1320 -0.0867 -0.0363
C 0.101627 -0.860804 1.116276 0.0285 0.1378 0.4226
O -0.449257 -1.738608 0.087942 -0.0962 -0.0348 -0.0670
C 0.939040 -1.472306 0.049451 0.2822 -0.2732 -0.1556
C 1.052043 -0.146329 -0.719699 0.3150 0.0310 0.0215
O 0.253716 -0.120861 -1.868387 -0.1659 -0.1066 0.0249
H -1.251160 2.703304 0.279813 -0.0214 -0.1388 -0.0110
H -1.956491 1.107699 0.764789 0.1340 0.0863 -0.0929
H -1.183021 1.318916 -0.866828 -0.0352 0.0992 0.2076
H -0.114455 1.519687 0.736194 -0.0362 0.1940 0.0941
H -0.050037 -1.202154 2.134097 0.0168 0.0502 -0.1706
H 1.639003 -2.294699 0.146195 -0.1043 0.0925 -0.0113
H 2.046075 0.205872 -0.998563 -0.1208 -0.1043 0.0232
H -0.507901 -0.686314 -1.651181 0.0820 0.1033 -0.1351
```
Forces are in eV/Å.



(7)
# C5H6O2

A single C5H6O2 molecule at a distorted geometry (ωB97M-V with the def2-TZVPD basis set, OMol25).

Its total energy is -344.4548 hartree. The HOMO energy comes out at -0.351 Eh. The total charge is 0. Its energy relative to the best compared isomer or geometry (same formula, charge and spin) is 4.003 eV. The value obtained for the frontier orbital gap is 9.4 eV.

```
13
Properties=species:S:1:pos:R:3:forces:R:3
O -1.216670 -1.586569 0.795110 0.1752 -0.0593 -0.0360
C -1.219836 -0.230199 1.191824 -0.2212 0.3391 0.1106
C -0.164464 0.560260 0.466150 -0.0466 -0.8255 -0.9226
C 1.178809 0.094557 0.132405 0.4200 -0.6843 -0.4423
C 1.507133 1.136118 -0.894795 -0.0228 0.0313 -0.0770
C 0.037325 0.673337 -0.892563 -1.4289 1.4097 0.2974
O 1.439003 -1.101995 -0.096646 1.2700 -0.4468 1.6865
H -0.290960 -1.872265 0.699599 -0.0735 0.0882 -0.0709
H -1.087504 -0.125288 2.279064 0.0666 -0.0344 -0.2074
H -2.206882 0.167392 0.944241 0.0463 0.0215 0.0580
H 2.276446 0.800257 -1.590331 -0.6286 0.0011 -0.3087
H 1.526983 2.196751 -0.656870 0.3287 -0.2635 0.2386
H -0.563436 0.127561 -1.614201 0.1147 0.4228 -0.3262
```
Forces are in eV/Å.



(8)
# C4H5NS

A single C4H5NS molecule at a distorted geometry (ωB97M-V with the def2-TZVPD basis set, OMol25).

Its total energy is -608.3368 hartree. The HOMO energy comes out at -0.304 Eh. The total charge is 0. Its energy relative to the best compared isomer or geometry (same formula, charge and spin) is 0.377 eV. The value obtained for the frontier orbital gap is 8.5 eV.

```
11
Properties=species:S:1:pos:R:3:forces:R:3
S 2.912232 0.028578 -0.010703 -0.5917 0.0262 -0.0197
C 1.260082 0.043800 -0.088574 0.4475 -0.7861 0.0097
C 0.384234 1.268555 -0.084210 0.2576 -2.1863 0.4376
C -0.879835 0.834130 -0.008070 -0.9029 1.7387 -0.2985
C -0.922840 -0.643224 0.001098 -1.4465 -1.8395 0.1543
N 0.451472 -1.097866 -0.150510 0.0219 2.4534 0.3391
H 0.855549 2.225778 0.011947 -0.2243 0.3507 -0.2783
H -1.809673 1.498031 -0.004941 1.4306 -1.2103 0.1240
H -1.589739 -1.090189 -0.756040 0.3350 0.4460 -0.3474
H -1.424840 -1.064824 0.901364 0.5989 0.5013 0.0713
H 0.763354 -2.002765 0.188637 0.0738 0.5059 -0.1921
```
Forces are in eV/Å.